[1]
Molecular formula: C22H37AsDyF6O14P2SSb
Method: DFT, wB97M-V/def2-TZVPD

```
85
C22H37AsDyF6O14P2SSb | OMol25 | wB97M-V/def2-TZVPD
Dy -0.945 -0.069 1.974
O -1.157 3.562 4.476
P -1.077 3.231 2.929
O -1.750 4.225 2.032
O -1.533 1.769 2.836
O 0.657 3.255 2.785
P 1.542 1.929 2.510
O 1.203 1.158 3.896
O 2.994 2.324 2.341
O 0.923 1.077 1.342
H -0.831 4.431 4.698
H 1.323 0.225 3.709
O -0.853 -3.650 -1.404
As -1.996 -2.320 -0.761
O -2.548 -1.620 -2.104
O -0.946 -1.688 0.446
C -3.217 -3.277 0.359
C -3.413 -4.588 -0.084
C -4.414 -5.352 0.498
C -5.162 -4.820 1.526
C -5.059 -3.487 1.917
C -4.042 -2.708 1.335
S -3.854 -0.898 1.745
O -5.201 -0.445 1.821
O -3.082 -0.237 0.653
O -3.068 -0.818 3.008
H -1.019 -3.657 -2.391
H -2.801 -5.010 -0.909
H -4.594 -6.390 0.111
H -5.935 -5.454 1.995
H -5.774 -3.091 2.640
C 1.960 0.138 -4.581
C 1.976 -0.263 -3.107
C 3.329 -0.533 -2.469
C 1.122 -1.516 -2.808
Sb 1.072 1.408 -1.751
C 2.706 3.069 -1.488
C 3.199 3.371 -2.891
C 3.793 2.449 -0.597
C 2.085 4.254 -0.756
C -0.865 2.495 -2.660
C -1.597 2.892 -1.353
C -1.790 1.492 -3.382
C -0.337 3.595 -3.598
H 2.112 -0.804 -5.173
H 2.788 0.855 -4.760
H 0.994 0.596 -4.930
H 3.882 -1.379 -2.955
H 3.215 -0.826 -1.439
H 3.952 0.372 -2.509
H 1.497 -2.465 -3.283
H 0.076 -1.406 -3.110
H 1.085 -1.702 -1.704
H 3.607 2.459 -3.341
H 4.042 4.064 -2.785
H 2.437 3.798 -3.561
H 4.006 1.374 -0.822
H 3.427 2.469 0.417
H 4.715 3.027 -0.658
H 1.126 4.542 -1.204
H 2.745 5.146 -0.763
H 1.921 3.945 0.297
H -2.168 1.977 -0.988
H -2.351 3.697 -1.509
H -0.958 3.218 -0.495
H -1.996 0.555 -2.766
H -1.441 1.125 -4.343
H -2.763 1.984 -3.612
H -0.069 4.529 -3.045
H -1.136 3.796 -4.377
H 0.579 3.373 -4.133
C 1.173 -2.122 5.070
C 0.805 -2.404 3.596
O 0.411 -1.238 3.035
C -0.263 -3.557 3.642
F 0.114 -4.526 4.556
F -1.427 -3.015 4.119
F -0.479 -4.139 2.409
C 2.089 -2.851 2.772
F 1.836 -2.925 1.439
F 2.562 -4.082 3.217
F 3.037 -1.854 2.919
H 0.344 -1.621 5.570
H 2.032 -1.425 5.079
H 1.418 -3.022 5.641
```

Properties
- lowest unoccupied orbital energy (alpha / beta) (eV) = 4.27 / 4.27
- net charge = -2
- HOMO-LUMO gap (alpha / beta) (eV) = 6.2 / 6.2
- multiplicity = 6

=====

[2]
Molecular formula: C5H9N2S
Method: DFT, wB97M-V/def2-TZVPD

```
17
C5H9N2S | OMol25 | wB97M-V/def2-TZVPD
C 0.199 -1.368 1.696
C 1.112 2.260 -0.633
C 1.233 -0.147 -0.223
C -1.194 -1.901 1.922
C 0.275 2.207 -1.956
N 0.396 -0.782 0.579
N 1.354 1.180 -0.065
S 2.728 -0.887 -0.903
H 1.148 -1.424 2.348
H 1.542 3.201 -0.361
H -1.872 -1.550 1.189
H -1.125 -2.998 1.813
H -1.614 -1.625 2.857
H -0.566 1.383 -1.912
H 0.958 1.724 -2.674
H -0.225 3.099 -2.154
H 2.127 -2.038 -1.182
```

Properties
- lowest unoccupied orbital energy (eV) = -4.56
- net charge = +1
- HOMO-LUMO gap (eV) = 9.7

=====

Values for energy above the lowest of the compared OMol25 structures with the same formula, charge and spin, kJ/mol, ordered as above
0.00, 229.41